1.
ORCA calculation (ωB97M-V/def2-TZVPD) on C3H9NO as an isolated structure in a non-equilibrium geometry.

Structure (XYZ):
```
14
Properties=species:S:1:pos:R:3:forces:R:3:nbo_charge:R:1
C 1.78383 0.68234 -0.24933 1.1 -0.9 -1.4 -0.73
C -2.41231 -0.45492 1.70038 -0.9 -0.5 1.8 -0.07
C 0.85002 -0.46794 -0.11612 -1.8 -0.5 -2.5 0.47
N -2.37063 -1.47628 0.98194 1.5 -0.9 -1.6 -0.60
O 0.30474 -0.94357 0.84992 1.4 0.7 -0.1 -0.55
H 1.80228 1.27285 0.61160 0.4 0.8 1.5 0.23
H 2.72291 0.08718 -0.39913 -0.1 0.8 0.4 0.25
H 1.75374 1.34008 -1.16541 -0.6 -1.1 0.9 0.25
H -1.67189 -0.12821 2.42487 0.8 0.4 -0.5 0.15
H -3.39539 -0.07233 1.93128 -0.4 0.5 -0.2 0.14
H 0.76769 1.06162 -3.03518 -0.4 1.8 -0.5 -0.01
H 0.61052 -0.92129 -1.16827 0.4 0.2 1.3 0.09
H 0.62614 1.83199 -3.20002 0.3 -1.7 0.3 0.01
H -1.37163 -1.81153 0.83345 -1.7 0.4 0.7 0.36
```
Forces are in eV/Å.

The molecular weight is 75.11 u. For the frontier orbital gap, the calculation gives 0.3746 Ha. The calculation puts the highest occupied orbital energy at -9.2 eV. As for the energy above the lowest of the compared OMol25 structures with the same formula, charge and spin: 78.7 kcal/mol. As for the largest force on an atom: 3.142 eV/Å.

2.
ORCA calculation (ωB97M-V/def2-TZVPD) on a 6-piece molecular cluster, C40H68ClF3N3O8S2 overall in a non-equilibrium geometry.

Structure (XYZ):
```
125
Properties=species:S:1:pos:R:3:forces:R:3:lowdin_charge:R:1
C -5.89377 1.63892 2.39397 -0.5 0.0 0.4 -0.14
C -4.79508 0.55330 1.80950 0.1 1.2 -0.6 -0.18
C -4.07187 1.17830 0.44040 -2.2 -0.4 0.6 -0.19
O -2.69989 0.64451 0.33669 0.6 2.8 -0.5 -0.19
C -1.77739 1.60246 -0.29266 -0.6 0.6 -1.5 -0.17
C -0.41747 1.91283 0.62909 -2.0 -1.2 -1.5 -0.23
C -1.02615 2.39335 2.07296 -0.2 1.0 -0.1 -0.04
C -0.32233 3.72565 2.71867 -1.6 -0.8 0.9 -0.18
O -0.88679 3.85695 4.10315 -0.5 -1.2 -2.1 -0.07
C 1.30510 3.63810 2.89538 1.5 1.4 1.8 -0.16
F 2.00700 4.54949 1.93466 -2.0 -3.2 2.7 0.00
F 1.87815 2.27697 2.78392 -1.7 4.4 0.2 0.03
F 1.62969 4.17999 4.26525 -0.6 -2.1 -4.9 0.02
C 0.41246 2.96481 -0.31525 2.4 -4.1 1.7 0.16
N 1.55487 2.27255 -0.66461 -1.6 3.1 0.8 0.10
C 1.79968 0.82037 -0.21673 -2.5 -1.0 -0.9 -0.14
C 1.78610 0.05522 -1.69859 0.8 -1.0 -0.4 -0.09
C 3.31788 -0.14079 -2.31175 3.6 5.6 0.7 -0.56
O 4.20838 0.86685 -2.19091 -6.0 -7.0 -0.8 -0.07
Cl 3.71946 -1.73189 -3.18593 -0.7 2.4 1.4 0.62
C 0.36705 0.46486 0.51141 0.2 -0.7 0.1 -0.18
C 0.49995 -0.49695 1.83342 0.1 -0.8 0.2 -0.14
C 0.79693 -2.07227 1.35684 0.2 0.5 -0.4 -0.21
C 2.24447 -2.59631 1.95349 -1.2 0.8 -1.6 -0.47
S 2.12586 -3.50171 3.59107 -0.3 0.6 0.4 0.79
C 1.09646 -2.56140 4.84742 -1.0 1.8 1.2 -0.93
S 1.80702 -1.69079 6.16839 -1.8 -2.2 -3.3 0.62
N -0.43250 -2.62351 4.67024 1.4 -0.5 -0.2 -0.20
C -1.07555 -3.86736 4.04968 -4.9 4.6 1.2 -0.02
C -2.65824 -3.39200 4.08124 6.4 1.1 1.3 -0.07
N -2.71218 -2.01770 4.71429 4.0 -1.1 -0.3 -0.04
C -1.34511 -1.49511 5.10528 -3.0 -6.0 -3.0 -0.09
H -5.85360 1.69727 3.57446 0.0 -0.3 -2.4 0.08
H -5.72480 2.74209 2.01114 -0.2 -2.3 0.6 0.08
H -6.99481 1.32740 2.12034 2.3 0.7 0.4 0.08
H -5.33489 -0.44549 1.52594 1.3 1.8 0.9 0.12
H -3.95646 0.44954 2.62176 -1.6 -0.3 -1.7 0.10
H -4.13778 2.34250 0.55920 0.6 -2.1 -0.4 0.11
H -4.70942 0.87792 -0.51998 1.5 0.7 2.1 0.13
H -2.28534 2.65082 -0.54797 0.7 -2.2 0.8 0.15
H -1.49422 1.14244 -1.35598 -0.2 1.0 2.2 0.15
H -1.05338 1.56234 2.89677 0.4 1.3 -1.9 0.14
H -2.16553 2.68680 1.87101 2.5 -0.5 0.5 0.15
H -0.69244 4.66951 2.13324 1.4 -1.6 0.9 0.15
H -1.73212 3.29804 4.15541 1.8 1.2 -0.3 0.13
H 0.07628 4.05903 -0.55773 1.1 -2.2 0.1 0.19
H 2.31531 2.69939 -1.25892 -1.1 -0.4 0.7 0.19
H 2.68851 0.60442 0.51355 -1.4 1.0 -1.8 0.18
H 1.28830 -1.00633 -1.66349 1.1 2.1 0.2 0.11
H 1.12308 0.69797 -2.45119 1.7 -1.4 1.5 0.15
H -0.24340 -0.24365 -0.23060 1.2 1.9 1.5 0.14
H -0.50867 -0.51338 2.46574 2.2 0.2 -1.5 0.12
H 1.39166 -0.22570 2.55350 -1.9 -0.1 -1.4 0.11
H -0.12239 -2.71843 1.68485 2.0 1.0 -0.6 0.11
H 0.89682 -2.14349 0.16947 -0.4 0.2 2.5 0.10
H 2.95347 -1.66753 2.01691 -1.2 -1.9 0.0 0.08
H 2.66918 -3.36321 1.15172 -0.7 1.4 2.2 0.11
H -0.57336 -4.84217 3.63480 -0.7 2.5 1.2 0.11
H -3.49128 -4.10054 3.65719 1.5 2.1 1.2 0.10
H -1.01659 -0.47999 5.62055 -0.8 -2.7 -1.3 0.13
C -0.61418 8.76905 1.07542 0.7 0.1 0.0 -0.17
C -1.81412 9.23637 0.29280 -0.4 0.5 0.0 -0.18
C -2.38102 7.93300 -0.22631 -0.2 -0.2 -0.4 -0.21
O -2.06058 6.92478 0.74217 0.2 0.0 0.0 -0.16
C -1.10991 7.46835 1.66845 -0.2 -0.1 0.4 -0.21
H -0.27835 9.48209 1.83257 0.0 -0.1 -0.1 0.12
H 0.22133 8.57411 0.39261 0.0 0.0 0.1 0.12
H -2.53386 9.71430 0.96781 0.1 0.0 -0.1 0.12
H -1.57122 9.94354 -0.50434 -0.1 -0.1 0.1 0.12
H -1.91404 7.64603 -1.17444 -0.1 0.1 -0.1 0.11
H -3.46462 7.97470 -0.36959 0.1 -0.1 0.1 0.12
H -1.62859 7.63786 2.61833 0.1 0.0 0.0 0.13
H -0.30380 6.74845 1.83463 0.0 0.0 0.0 0.09
C 7.98141 -2.04113 -5.77999 0.1 0.5 -0.4 -0.18
C 7.02974 -2.59914 -4.75350 -0.1 0.0 0.6 -0.19
C 6.62700 -3.91714 -5.37826 -0.1 -0.4 -0.2 -0.21
O 7.74319 -4.36575 -6.15928 -0.2 0.4 0.2 -0.14
C 8.68289 -3.28806 -6.27228 0.4 -0.3 0.0 -0.20
H 8.67122 -1.29395 -5.37952 -0.1 -0.1 -0.1 0.12
H 7.41587 -1.58212 -6.59963 0.1 0.0 0.1 0.12
H 7.56307 -2.77919 -3.81264 -0.1 0.0 -0.1 0.12
H 6.17724 -1.94804 -4.54415 0.1 -0.1 0.0 0.06
H 5.77458 -3.79249 -6.05444 -0.1 0.0 0.1 0.10
H 6.37210 -4.67455 -4.63140 0.1 0.0 -0.1 0.12
H 9.54685 -3.53114 -5.64417 0.0 0.1 -0.1 0.12
H 9.01912 -3.19911 -7.30898 -0.1 -0.1 0.1 0.12
C 0.40041 -3.78250 10.21815 0.6 -0.2 0.1 -0.18
C -0.26038 -2.60119 9.55589 -0.2 0.6 0.1 -0.19
C -1.11518 -3.26726 8.49980 -0.2 -0.2 -0.3 -0.22
O -1.48805 -4.55244 9.01592 0.3 0.3 0.1 -0.14
C -0.69936 -4.82104 10.18342 -0.4 -0.3 0.1 -0.20
H 0.75935 -3.57542 11.22947 0.0 -0.1 -0.1 0.12
H 1.25130 -4.11878 9.61380 -0.1 0.0 0.1 0.12
H -0.89867 -2.07988 10.27901 0.1 0.0 -0.1 0.12
H 0.44586 -1.87834 9.13968 -0.1 -0.1 0.0 0.09
H -0.55058 -3.42933 7.57550 0.0 0.1 -0.1 0.09
H -2.01405 -2.69067 8.26307 0.0 -0.2 0.0 0.12
H -1.35499 -4.73363 11.05665 0.1 -0.1 0.1 0.12
H -0.31119 -5.84235 10.13930 -0.1 0.1 -0.1 0.12
C -8.87907 2.06018 -2.62987 -0.3 0.6 -0.2 -0.18
C -8.18617 0.88595 -3.27158 -0.1 -0.6 -0.3 -0.18
C -6.79901 0.97082 -2.67306 0.4 0.1 0.0 -0.21
O -6.94373 1.54593 -1.36714 -0.1 0.0 -0.2 -0.17
C -8.27509 2.06478 -1.24262 -0.1 0.0 0.5 -0.20
H -9.96869 1.97592 -2.62009 0.2 0.0 0.0 0.12
H -8.61066 2.98319 -3.15747 -0.1 -0.1 0.1 0.12
H -8.67122 -0.04653 -2.95967 0.1 0.1 -0.1 0.12
H -8.18237 0.92066 -4.36396 0.0 0.0 0.1 0.12
H -6.15274 1.63227 -3.25974 0.0 -0.1 -0.1 0.12
H -6.31639 -0.00751 -2.59307 0.0 0.1 0.1 0.12
H -8.82904 1.40416 -0.56679 -0.1 0.1 0.0 0.12
H -8.24134 3.06527 -0.80266 0.1 -0.1 0.0 0.12
C 5.56499 -4.62298 -8.91924 0.3 -0.2 0.6 -0.19
C 5.80967 -4.72203 -10.40284 0.2 0.4 -0.5 -0.18
C 4.72522 -5.68280 -10.83934 -0.2 -0.4 -0.2 -0.20
O 3.61840 -5.49439 -9.94683 0.3 0.2 0.1 -0.14
C 4.05544 -4.69079 -8.84208 -0.4 0.1 -0.1 -0.21
H 5.97470 -3.71692 -8.46573 0.0 -0.1 0.0 0.10
H 6.00452 -5.49000 -8.41189 0.0 0.2 0.0 0.12
H 5.65205 -3.74313 -10.87078 0.1 -0.1 0.0 0.12
H 6.81422 -5.06668 -10.66094 -0.1 0.0 0.0 0.12
H 5.05520 -6.72301 -10.74754 0.1 0.0 -0.1 0.12
H 4.40113 -5.50916 -11.86953 -0.1 -0.1 0.1 0.12
H 3.60766 -3.69732 -8.95409 0.0 0.1 0.1 0.12
H 3.70219 -5.12914 -7.90467 -0.1 0.0 -0.1 0.11
```
Forces are in eV/Å.

The total charge is +1. The molecular weight is 875.58 u. For the frontier orbital gap, the calculation gives 0.2100 Ha. The calculation puts the highest occupied orbital energy at -10.6 eV. As for the largest force on an atom: 9.196 eV/Å.

3.
ORCA calculation (ωB97M-V/def2-TZVPD) on C36H37GeN5Pt as an isolated structure in a non-equilibrium geometry.

Structure (XYZ):
```
80
Properties=species:S:1:pos:R:3:forces:R:3:lowdin_spin:R:1
Pt 1.05618 -0.34105 0.11111 0.3 -0.5 -1.0 0.12
C 2.46821 -4.21899 1.50514 0.0 0.0 0.0 0.11
C 3.75947 -3.87447 1.96291 0.1 0.0 0.0 0.04
C 4.15232 -2.56710 1.98344 0.0 0.0 0.0 0.05
C 3.26695 -1.55597 1.52908 -0.1 0.0 0.1 0.11
N 2.04188 -1.92811 1.01248 0.4 0.1 0.0 0.13
C 1.66306 -3.20912 1.03829 0.1 0.0 0.0 0.01
C 3.50766 -0.16196 1.58399 -0.1 0.0 0.1 0.13
C 4.73569 0.42802 1.98233 0.0 0.0 0.0 0.04
C 4.89678 1.78106 1.96266 0.0 0.0 0.0 0.06
C 3.82137 2.60531 1.55143 0.0 0.0 0.0 0.11
C 2.64721 2.00111 1.18741 -0.1 0.1 0.1 0.02
N 2.45850 0.67076 1.20017 0.0 0.0 -0.1 0.16
H 2.11896 -5.24143 1.50962 0.0 0.0 0.0 0.01
H 4.43573 -4.64729 2.30861 0.0 0.0 0.0 0.00
H 5.13037 -2.29520 2.35635 0.0 0.0 0.0 0.00
H 0.66803 -3.41173 0.66143 0.0 0.0 -0.1 0.00
H 5.55226 -0.21072 2.28879 0.0 0.0 0.0 0.00
H 5.83958 2.22223 2.26300 0.0 0.0 0.0 0.00
H 3.90860 3.68206 1.52281 0.0 0.0 0.0 0.01
H 1.79032 2.58673 0.87864 0.0 0.0 -0.1 0.01
C -0.08801 1.12942 -0.62577 -0.3 -0.1 0.1 0.67
Ge -1.64182 1.35471 0.50910 0.2 0.1 0.4 0.09
C -3.42849 0.78787 -0.09454 0.2 -0.1 -0.2 0.02
C -4.52613 0.95319 0.75053 0.0 0.0 0.0 0.00
C -5.79636 0.56027 0.35018 0.0 0.0 0.0 0.00
C -5.99168 0.00050 -0.90710 0.0 0.0 0.0 0.00
C -4.91183 -0.15798 -1.76442 0.0 0.0 0.0 0.00
C -3.64176 0.23575 -1.35439 -0.2 0.0 0.1 0.00
C -1.25793 0.31962 2.14158 -0.2 0.1 0.1 0.00
C -0.26987 0.78508 3.01465 -0.1 0.0 0.0 0.00
C 0.07430 0.07224 4.15333 0.0 0.0 0.0 0.00
C -0.58220 -1.11720 4.45005 0.0 0.0 0.0 0.00
C -1.58392 -1.58092 3.60839 0.0 0.0 0.0 0.00
C -1.91939 -0.86427 2.46513 0.1 0.0 -0.1 0.00
C -1.93992 3.20403 1.11969 0.0 0.0 0.0 0.02
C -1.79300 4.27563 0.23836 0.0 0.0 0.1 0.00
C -2.09837 5.57226 0.63322 0.0 0.0 0.0 0.00
C -2.55805 5.81419 1.92173 0.0 0.0 0.0 0.00
C -2.69893 4.76037 2.81425 0.0 0.0 0.0 0.00
C -2.38884 3.46493 2.41583 0.1 0.1 -0.1 0.00
H -0.11951 1.47199 -1.66129 0.1 0.0 0.0 0.05
H -4.39051 1.39720 1.73210 0.0 0.0 0.0 0.00
H -6.64032 0.69392 1.01687 0.0 0.0 0.0 0.00
H -6.98338 -0.30646 -1.21766 0.0 0.0 0.0 0.00
H -5.05697 -0.58082 -2.75253 0.0 0.0 0.0 0.00
H -2.80471 0.12333 -2.02748 0.0 0.0 -0.1 0.00
H 0.23104 1.72400 2.80125 0.0 0.0 0.0 0.00
H 0.85763 0.44114 4.80567 0.0 0.0 0.0 0.00
H -0.32395 -1.67193 5.34399 0.0 0.0 0.0 0.00
H -2.10646 -2.50018 3.84755 0.0 0.0 0.0 0.00
H -2.70215 -1.23583 1.80952 0.0 0.0 0.0 0.00
H -1.42929 4.09302 -0.76856 0.0 0.0 0.0 0.00
H -1.97935 6.39603 -0.06109 0.0 0.0 0.0 0.00
H -2.80327 6.82269 2.23128 0.0 0.0 0.0 0.00
H -3.05094 4.94749 3.82158 0.0 0.0 0.0 0.00
H -2.48274 2.64832 3.12433 0.0 0.0 0.0 0.00
C 2.48035 -0.49760 -4.84496 0.0 0.0 0.1 0.00
C 3.33195 -0.64759 -3.60389 0.0 0.0 0.0 0.00
N 2.50282 -1.10571 -2.49540 -0.1 0.2 0.1 0.00
C 1.21344 -1.51787 -2.59999 -0.2 -0.4 0.0 0.00
N 0.44836 -1.56114 -1.52561 -0.1 0.3 0.0 0.02
C -0.87721 -2.17247 -1.64169 0.1 0.1 0.1 0.01
C -1.47027 -1.99648 -3.02641 0.0 -0.1 0.1 0.00
C -0.48901 -2.57617 -4.01593 0.0 0.0 0.0 0.00
N 0.80507 -1.93795 -3.83443 0.0 0.1 0.0 0.00
C 1.66617 -1.76585 -4.99649 0.1 -0.1 0.1 0.00
H 3.09622 -0.32398 -5.72637 0.0 0.0 0.0 0.00
H 1.79979 0.34855 -4.72071 0.0 0.0 -0.1 0.00
H 3.79508 0.29966 -3.32791 0.0 0.0 0.0 0.00
H 4.13326 -1.36706 -3.78823 0.0 0.0 0.0 0.00
H 2.68823 -0.71461 -1.58100 0.0 0.1 0.1 0.00
H -1.51418 -1.72999 -0.87905 0.0 0.0 0.0 0.00
H -0.80780 -3.24462 -1.42330 0.0 0.0 0.1 0.00
H -1.60748 -0.93658 -3.23765 0.0 0.0 0.0 0.00
H -2.43522 -2.50048 -3.10322 0.0 0.0 0.0 0.00
H -0.80850 -2.40597 -5.04364 0.0 0.0 0.0 0.00
H -0.40746 -3.65777 -3.86712 0.0 -0.1 -0.1 0.00
H 1.02935 -1.71029 -5.87786 -0.1 0.0 0.0 0.00
H 2.33500 -2.62575 -5.12419 0.0 0.0 0.0 0.00
```
Forces are in eV/Å.

The molecular weight is 807.41 u. For the frontier orbital gap (alpha / beta), the calculation gives 0.1962 / 0.3063 Ha. The calculation puts the highest occupied orbital energy (alpha / beta) at -4.9 / -7.9 eV. Its multiplicity is 3. As for the energy above the lowest of the compared OMol25 structures with the same formula, charge and spin: 12.1 kcal/mol. As for the largest force on an atom: 1.195 eV/Å.